Entry 1:
Computed, not measured: a 9-piece molecular cluster, C68H65I2N10O18 overall at a distorted geometry, with the ωB97M-V functional and the def2-TZVPD basis.

Output
Net charge = +1
Frontier orbital gap = 7.2 eV
2S+1 = 1
Strongest force on any atom = 4.67 eV Å⁻¹

XYZ file:
```
163
C68H65I2N10O18 the ωB97M-V functional and the def2-TZVPD basis
C 5.70 3.50 -1.17
C 6.40 2.34 -1.92
C 5.67 0.97 -1.87
N 4.22 1.10 -2.17
N 4.02 1.10 -3.49
C 2.74 1.19 -3.79
C 2.45 1.23 -5.28
C 2.21 -0.25 -5.66
C 1.16 -0.45 -6.80
O 0.96 -0.75 -5.30
C 1.65 1.24 -2.91
C 1.91 1.24 -1.56
C 0.69 1.28 -0.66
O 0.00 2.49 -0.99
C -1.19 2.59 -0.28
C -2.36 2.65 -1.02
C -3.58 2.79 -0.39
C -3.68 2.89 0.99
C -2.50 2.80 1.71
C -1.28 2.65 1.09
C 3.30 1.19 -1.22
C 3.71 1.22 0.25
I 2.87 2.94 1.29
C 3.56 -0.14 1.03
C 2.32 -0.34 1.91
I 3.60 -1.80 -0.38
H 6.06 4.43 -1.63
H 4.61 3.52 -1.26
H 6.06 3.53 -0.13
H 6.41 2.62 -2.99
H 7.45 2.22 -1.64
H 5.85 0.42 -0.95
H 6.15 0.37 -2.65
H 1.52 1.75 -5.52
H 3.32 1.56 -5.86
H 3.07 -0.93 -5.66
H 1.20 -1.51 -7.06
H 0.26 0.15 -6.82
H 0.64 1.28 -3.31
H 0.86 1.20 0.41
H 0.03 0.45 -0.96
H -2.37 2.59 -2.10
H -4.51 2.86 -0.95
H -4.63 3.03 1.48
H -2.57 2.84 2.80
H -0.38 2.59 1.72
H 4.77 1.47 0.36
H 4.44 -0.29 1.66
H 1.46 -0.59 1.28
H 2.49 -1.25 2.51
H 2.11 0.46 2.63
C -8.98 -0.25 4.32
C -7.77 -0.88 4.05
C -7.01 -0.50 2.96
C -7.47 0.52 2.14
C -8.67 1.16 2.39
C -9.43 0.77 3.48
N -6.65 0.94 1.00
O -5.60 0.35 0.80
O -7.06 1.87 0.32
H -9.56 -0.55 5.17
H -7.42 -1.67 4.70
H -6.07 -1.00 2.76
H -9.02 1.95 1.74
H -10.37 1.26 3.69
C -6.63 2.81 -3.36
C -8.01 2.84 -3.48
C -8.62 3.88 -4.16
C -7.84 4.88 -4.71
C -6.46 4.87 -4.59
C -5.86 3.83 -3.91
N -8.49 5.98 -5.45
O -9.70 5.97 -5.52
O -7.77 6.82 -5.95
H -6.15 2.00 -2.83
H -8.61 2.05 -3.05
H -9.70 3.90 -4.25
H -5.86 5.66 -5.02
H -4.78 3.80 -3.81
C 6.97 -4.73 -7.63
C 6.22 -4.99 -8.77
C 5.21 -4.12 -9.15
C 4.97 -3.00 -8.38
C 5.71 -2.73 -7.24
C 6.71 -3.60 -6.86
N 3.92 -2.05 -8.76
O 3.25 -2.28 -9.74
O 3.79 -1.06 -8.04
H 7.77 -5.41 -7.34
H 6.43 -5.87 -9.37
H 4.62 -4.32 -10.04
H 5.51 -1.86 -6.64
H 7.29 -3.40 -5.97
C 0.47 -5.07 -0.59
C 1.36 -5.11 0.47
C 1.73 -6.33 1.02
C 1.19 -7.49 0.49
C 0.29 -7.46 -0.56
C -0.07 -6.24 -1.10
N 1.59 -8.79 1.06
O 2.37 -8.78 1.99
O 1.13 -9.79 0.55
H 0.19 -4.11 -1.02
H 1.78 -4.20 0.87
H 2.42 -6.37 1.85
H -0.13 -8.38 -0.96
H -0.77 -6.20 -1.92
C 8.40 -2.28 0.25
C 8.08 -3.56 -0.16
C 8.08 -3.88 -1.51
C 8.41 -2.90 -2.43
C 8.73 -1.61 -2.03
C 8.73 -1.30 -0.68
N 8.44 -3.23 -3.86
O 8.13 -4.36 -4.19
O 8.76 -2.36 -4.64
H 8.41 -2.04 1.31
H 7.83 -4.32 0.56
H 7.83 -4.88 -1.83
H 8.99 -0.85 -2.76
H 8.98 -0.30 -0.36
C -15.44 3.09 6.59
C -14.34 3.52 7.31
C -13.13 2.85 7.21
C -13.04 1.75 6.37
C -14.14 1.31 5.64
C -15.34 1.98 5.76
N -11.76 1.05 6.23
O -10.82 1.45 6.89
O -11.70 0.11 5.46
H -16.38 3.62 6.67
H -14.42 4.39 7.96
H -12.27 3.19 7.77
H -14.06 0.45 4.99
H -16.20 1.65 5.20
C 14.88 -1.90 1.79
C 14.15 -2.18 0.64
C 13.13 -1.32 0.24
C 12.86 -0.20 1.00
C 13.57 0.08 2.16
C 14.58 -0.78 2.55
N 11.80 0.72 0.57
O 11.18 0.43 -0.44
O 11.60 1.71 1.24
H 15.67 -2.57 2.10
H 14.38 -3.05 0.05
H 12.57 -1.54 -0.66
H 13.35 0.96 2.75
H 15.15 -0.57 3.45
C -7.98 2.91 8.80
C -6.86 3.32 9.51
C -5.66 2.63 9.37
C -5.61 1.54 8.52
C -6.72 1.12 7.82
C -7.91 1.81 7.96
N -4.33 0.83 8.35
O -3.38 1.21 9.00
O -4.31 -0.11 7.57
H -8.91 3.46 8.90
H -6.91 4.18 10.16
H -4.79 2.96 9.92
H -6.67 0.26 7.16
H -8.79 1.49 7.41
```


Entry 2:
Computed, not measured: C68H66BrCl5N5O4P4Rb as an isolated structure at a distorted geometry, with the ωB97M-V functional and the def2-TZVPD basis.

Output
Net charge = -2
Frontier orbital gap = 6.0 eV
2S+1 = 1
Strongest force on any atom = 1.44 eV Å⁻¹

XYZ file:
```
154
C68H66BrCl5N5O4P4Rb the ωB97M-V functional and the def2-TZVPD basis
Rb -1.19 0.20 0.90
Cl 0.64 2.53 1.60
C -0.69 3.63 1.41
C -1.76 3.20 0.63
C -2.81 4.11 0.59
Cl -4.24 3.67 -0.30
C -2.81 5.35 1.23
Cl -4.16 6.45 1.09
C -1.71 5.73 1.99
Cl -1.67 7.26 2.80
C -0.64 4.85 2.09
Cl 0.74 5.29 3.06
O 1.14 -2.13 0.34
C 0.84 -3.38 0.95
C -0.03 -3.06 2.26
O -0.22 -4.03 3.01
O -0.44 -1.89 2.35
C -0.09 -4.22 0.09
C -0.18 -5.60 0.28
C -1.08 -6.35 -0.46
C -1.91 -5.73 -1.39
C -1.84 -4.36 -1.57
C -0.94 -3.61 -0.83
C 2.12 -4.15 1.25
C 2.62 -4.34 2.54
C 3.81 -5.03 2.74
C 4.52 -5.54 1.66
C 4.03 -5.35 0.38
C 2.85 -4.65 0.18
H 1.71 -2.30 -0.43
H 0.45 -6.07 1.01
H -1.14 -7.42 -0.31
H -2.62 -6.32 -1.96
H -2.49 -3.87 -2.28
H -0.89 -2.53 -0.96
H 2.05 -3.98 3.38
H 4.19 -5.16 3.74
H 5.44 -6.08 1.82
H 4.58 -5.75 -0.47
H 2.47 -4.52 -0.83
N 3.65 1.84 2.08
P 2.62 0.43 2.08
C 4.07 -0.74 2.12
C 4.47 -1.25 0.89
C 5.63 -2.00 0.77
C 6.42 -2.23 1.89
C 6.03 -1.72 3.12
C 4.87 -0.98 3.24
C 2.26 0.41 3.88
C 1.93 -0.81 4.46
C 1.65 -0.91 5.81
C 1.72 0.22 6.61
C 2.00 1.45 6.04
C 2.24 1.55 4.68
C 3.81 2.53 0.90
C 4.39 3.81 0.84
C 4.51 4.41 -0.40
C 4.05 3.75 -1.53
C 3.50 2.49 -1.37
N 3.39 1.89 -0.19
H 3.93 2.29 2.93
H 3.85 -1.05 0.02
H 5.92 -2.40 -0.19
H 7.34 -2.80 1.80
H 6.65 -1.90 4.00
H 4.59 -0.58 4.20
H 1.87 -1.69 3.83
H 1.39 -1.87 6.24
H 1.54 0.15 7.68
H 2.02 2.34 6.66
H 2.37 2.54 4.24
H 4.71 4.31 1.74
H 4.95 5.40 -0.48
H 4.13 4.20 -2.51
H 3.12 1.93 -2.21
C -2.07 0.07 -4.25
P -1.21 0.40 -2.60
C -1.40 2.23 -2.64
C -2.48 2.86 -3.23
C -2.52 4.24 -3.36
C -1.48 5.02 -2.87
C -0.42 4.40 -2.22
C -0.38 3.02 -2.10
C 0.55 0.42 -3.31
C 1.34 -0.66 -2.92
C 2.66 -0.80 -3.33
C 3.22 0.17 -4.15
C 2.45 1.26 -4.55
C 1.13 1.38 -4.14
P -1.72 -1.57 -5.05
C -0.37 -1.19 -6.26
C -0.41 -0.10 -7.14
C 0.59 0.07 -8.08
C 1.64 -0.83 -8.16
C 1.68 -1.92 -7.31
C 0.67 -2.09 -6.36
C -3.08 -1.57 -6.30
C -2.86 -2.03 -7.60
C -3.89 -2.09 -8.53
C -5.17 -1.71 -8.17
C -5.42 -1.30 -6.87
C -4.39 -1.23 -5.95
H -1.87 0.88 -4.95
H -3.12 0.05 -3.97
H -3.33 2.27 -3.56
H -3.37 4.71 -3.84
H -1.50 6.09 -2.98
H 0.38 5.00 -1.80
H 0.45 2.55 -1.59
H 0.88 -1.42 -2.28
H 3.25 -1.64 -3.00
H 4.24 0.08 -4.48
H 2.89 2.02 -5.18
H 0.55 2.23 -4.46
H -1.23 0.60 -7.09
H 0.55 0.92 -8.75
H 2.43 -0.68 -8.89
H 2.49 -2.63 -7.37
H 0.70 -2.94 -5.69
H -1.87 -2.37 -7.89
H -3.68 -2.42 -9.54
H -5.98 -1.75 -8.90
H -6.42 -1.03 -6.57
H -4.61 -0.92 -4.93
C -5.17 2.16 5.46
N -4.42 1.97 4.24
C -4.97 2.60 3.06
P -2.97 1.15 4.19
O -2.41 1.19 2.83
N -3.32 -0.36 4.87
C -2.13 -1.22 5.00
C -4.38 -1.05 4.13
N -1.93 1.78 5.33
C -2.05 1.60 6.76
C -1.16 2.95 4.93
H -5.19 3.21 5.76
H -4.72 1.57 6.26
H -6.21 1.83 5.33
H -5.06 3.69 3.19
H -5.97 2.21 2.83
H -4.32 2.40 2.21
H -1.30 -0.64 5.39
H -1.82 -1.65 4.05
H -2.36 -2.03 5.71
H -5.20 -0.37 3.92
H -4.75 -1.88 4.74
H -4.02 -1.46 3.18
H -2.56 0.67 6.98
H -2.59 2.43 7.24
H -1.04 1.56 7.19
H -1.21 3.02 3.84
H -0.12 2.83 5.23
H -1.56 3.88 5.36
Br -3.82 0.06 -1.47
```